(1)
Computed, not measured: a structure of composition C31H45BiN3OS2SbSi, with ωB97M-V/def2-TZVPD.

Results
gap between HOMO and LUMO: 0.2613 Eh
DFT total energy: -2988.4947 Ha
net charge: 0

```
85
Properties=species:S:1:pos:R:3:mulliken_charge:R:1
Bi 0.345 1.625 -1.410 1.10
S 2.772 1.902 -0.549 -0.59
C 2.818 3.579 -0.067 0.59
C 4.056 3.981 0.538 -0.31
N 5.067 4.262 1.007 -0.52
C 1.813 4.471 -0.216 0.84
S 0.233 4.142 -0.876 -0.54
C 1.977 5.814 0.263 -0.25
N 2.070 6.897 0.636 -0.48
C -2.081 2.187 -3.363 -1.46
Si -2.918 1.821 -1.711 0.45
C -3.805 3.395 -1.236 -1.14
C -4.122 0.434 -2.094 -1.08
N -1.691 1.377 -0.534 0.57
C -2.035 1.125 0.792 0.29
C -3.365 0.921 1.203 0.16
C -3.706 0.589 2.501 -1.28
C -2.720 0.432 3.465 -1.07
C -1.404 0.649 3.100 -0.34
C -1.076 1.009 1.802 -0.70
O 0.253 1.258 1.474 2.36
C 0.921 2.083 2.382 -0.39
C 0.389 3.316 2.727 -0.30
C 1.081 4.127 3.611 -0.92
C 2.289 3.706 4.152 -0.66
C 2.807 2.469 3.797 -0.70
C 2.123 1.649 2.909 0.00
H -2.885 2.421 -4.065 0.43
H -1.528 1.345 -3.790 0.36
H -1.426 3.063 -3.342 0.39
H -4.506 3.688 -2.021 0.39
H -3.074 4.199 -1.118 0.29
H -4.359 3.316 -0.301 0.34
H -4.815 0.760 -2.875 0.45
H -4.720 0.104 -1.244 0.34
H -3.590 -0.438 -2.474 0.24
H -4.160 1.025 0.479 0.37
H -4.749 0.451 2.754 0.42
H -2.967 0.164 4.482 0.44
H -0.609 0.568 3.832 0.48
H -0.554 3.633 2.299 0.48
H 0.679 5.099 3.865 0.45
H 2.828 4.343 4.840 0.41
H 3.754 2.140 4.203 0.43
H 2.527 0.689 2.615 0.16
C -2.117 -2.519 0.327 -1.62
C -1.175 -3.039 -0.762 1.94
C -1.849 -2.865 -2.121 -1.87
C -0.890 -4.519 -0.537 -1.73
Sb 0.555 -1.666 -0.710 0.27
C 1.819 -2.374 0.968 2.09
C 3.195 -1.723 0.855 -2.05
C 1.986 -3.886 1.088 -1.66
C 1.114 -1.839 2.216 -1.90
C 1.672 -2.110 -2.584 1.65
C 1.864 -3.601 -2.845 -1.57
C 3.037 -1.425 -2.538 -1.88
C 0.891 -1.491 -3.747 -1.55
H -3.030 -3.126 0.339 0.57
H -2.407 -1.479 0.153 0.15
H -1.672 -2.580 1.321 0.34
H -2.866 -3.272 -2.072 0.58
H -1.320 -3.407 -2.905 0.30
H -1.927 -1.818 -2.415 -0.04
H -1.804 -5.081 -0.765 0.50
H -0.632 -4.734 0.497 0.33
H -0.098 -4.907 -1.176 0.26
H 3.824 -2.240 0.133 0.42
H 3.696 -1.791 1.827 0.54
H 3.152 -0.666 0.583 0.35
H 2.262 -4.365 0.149 0.16
H 1.085 -4.363 1.466 0.33
H 2.786 -4.092 1.809 0.49
H 0.975 -0.758 2.173 0.10
H 1.716 -2.071 3.102 0.55
H 0.133 -2.295 2.358 0.31
H 2.350 -4.108 -2.010 0.23
H 2.504 -3.736 -3.725 0.49
H 0.919 -4.104 -3.052 0.26
H 3.734 -1.934 -1.878 0.31
H 2.983 -0.379 -2.225 0.36
H 3.473 -1.436 -3.543 0.53
H -0.131 -1.855 -3.825 0.27
H 1.399 -1.737 -4.687 0.53
H 0.859 -0.401 -3.683 0.15
```

=====

(2)
Computed, not measured: a cluster of 8 separate species, C32H80O8 in total, with ωB97M-V/def2-TZVPD.

Results
gap between HOMO and LUMO: 0.3687 Eh
DFT total energy: -1868.4362 Ha
energy above the lowest of the compared OMol25 structures with the same formula, charge and spin: 14.966 eV
net charge: 0

```
120
Properties=species:S:1:pos:R:3:mulliken_charge:R:1
C -3.465 3.761 -3.146 -1.88
C -2.473 2.692 -3.245 0.29
O -2.886 1.622 -2.459 -0.41
C -2.026 0.450 -2.405 0.62
C -2.594 -0.635 -1.729 -0.16
H -4.325 3.341 -3.669 0.35
H -3.131 4.637 -3.359 0.59
H -3.749 3.870 -2.181 0.46
H -1.567 3.142 -2.917 0.04
H -2.262 2.327 -4.355 0.32
H -1.076 0.631 -2.103 -0.24
H -1.952 0.152 -3.479 0.15
H -2.390 -0.302 -0.559 -0.31
H -1.860 -1.535 -1.664 -0.46
H -3.616 -0.891 -1.854 0.59
C 1.217 -1.902 -0.038 -2.47
C 1.893 -0.637 0.490 0.73
O 1.422 -0.235 1.719 -0.25
C 2.256 0.779 2.404 0.52
C 1.568 1.623 3.335 -1.50
H 1.050 -2.788 0.480 0.40
H 1.655 -2.211 -0.848 0.96
H 0.339 -1.527 -0.438 0.33
H 1.972 0.215 -0.209 0.05
H 2.927 -0.864 0.622 0.13
H 2.682 1.391 1.537 -0.31
H 2.958 0.253 3.055 0.36
H 1.283 1.266 4.166 0.76
H 0.671 1.885 2.847 0.00
H 2.230 2.457 3.631 0.24
C -5.240 -3.236 1.314 -1.31
C -3.737 -3.064 1.489 0.21
O -3.607 -1.767 1.805 -0.38
C -2.239 -1.379 2.057 0.18
C -2.188 0.039 2.359 -0.52
H -5.461 -4.216 0.627 0.31
H -5.910 -2.494 0.686 0.27
H -5.678 -3.247 2.329 0.32
H -3.400 -3.372 0.583 0.16
H -3.422 -3.713 2.282 0.13
H -1.548 -1.462 1.218 -0.17
H -1.869 -1.928 2.888 0.50
H -2.827 0.625 1.445 0.09
H -1.194 0.350 2.386 -0.13
H -2.615 0.115 3.410 0.37
C -2.701 -2.982 -6.094 -1.28
C -2.424 -3.569 -4.681 -0.04
O -1.024 -3.549 -4.437 -0.24
C -0.610 -4.009 -3.237 -0.59
C 0.854 -4.039 -3.133 -1.09
H -2.168 -3.743 -6.890 0.24
H -2.353 -2.061 -5.961 0.37
H -3.726 -2.986 -6.294 0.42
H -2.823 -4.606 -4.577 0.37
H -2.973 -2.987 -3.846 0.08
H -1.007 -5.095 -3.180 0.28
H -0.929 -3.783 -2.366 0.73
H 1.073 -2.983 -3.278 0.04
H 1.132 -4.519 -4.150 0.34
H 1.202 -4.443 -2.235 0.41
C -0.879 -8.520 5.308 -1.25
C -1.038 -7.906 3.970 -0.98
O -0.612 -6.562 4.035 -0.28
C -0.589 -5.788 2.833 -0.50
C -0.195 -4.430 3.150 -0.58
H 0.157 -8.669 5.600 0.30
H -1.205 -9.519 5.248 0.43
H -1.464 -7.939 5.984 0.31
H -1.865 -8.072 3.552 0.73
H -0.480 -8.408 3.401 0.58
H -1.547 -5.800 2.383 0.25
H 0.116 -6.156 2.150 0.39
H -0.031 -3.886 2.073 0.03
H 0.786 -4.311 3.781 0.37
H -1.034 -4.059 3.621 0.21
C 3.515 6.880 -1.516 -1.64
C 2.855 5.951 -0.600 0.61
O 3.461 6.007 0.678 -0.43
C 2.698 5.320 1.732 0.96
C 3.331 5.624 2.960 -1.59
H 3.462 7.984 -1.335 0.33
H 3.126 6.719 -2.384 0.56
H 4.662 6.777 -1.421 0.26
H 3.015 4.771 -1.040 -0.30
H 1.867 6.016 -0.598 0.45
H 2.540 4.292 1.384 -0.35
H 1.847 5.777 1.916 0.26
H 4.544 5.400 2.793 0.24
H 2.794 5.231 3.767 0.45
H 3.297 6.710 3.252 0.37
C 5.138 1.215 -0.261 -0.79
C 4.933 1.000 -1.824 -0.60
O 3.454 0.993 -2.098 -0.05
C 3.097 0.838 -3.390 -0.75
C 1.631 0.685 -3.476 -0.02
H 6.167 0.820 -0.035 0.41
H 4.574 0.569 0.319 0.17
H 4.833 2.187 0.157 0.13
H 5.541 0.133 -2.042 0.39
H 5.234 1.874 -2.257 0.39
H 3.559 -0.154 -3.520 0.37
H 3.496 1.588 -3.967 0.35
H 1.441 -0.308 -2.889 -0.23
H 1.271 0.414 -4.561 0.33
H 1.258 1.605 -2.937 -0.20
C 0.726 3.122 -0.409 1.14
C -0.553 3.045 0.422 0.37
O -0.431 4.094 1.394 -0.16
C -1.621 4.206 2.163 0.04
C -1.333 5.025 3.250 -1.31
H 0.769 2.523 -1.152 -0.74
H 1.700 3.052 0.263 -0.89
H 1.010 4.095 -0.996 0.18
H -0.645 2.127 0.815 -0.39
H -1.495 3.223 -0.089 0.39
H -1.936 3.237 2.389 0.20
H -2.529 4.611 1.475 0.17
H -0.783 4.569 3.934 0.34
H -2.230 5.268 3.735 0.50
H -0.757 6.043 2.761 0.12
```

=====

(3)
Computed, not measured: a cluster of 5 separate species, C27H60FIN5O11P in total, with ωB97M-V/def2-TZVPD.

Results
gap between HOMO and LUMO: 0.3347 Eh
DFT total energy: -2905.0924 Ha
net charge: 0

```
106
Properties=species:S:1:pos:R:3:mulliken_charge:R:1
C -5.552 2.309 0.203 -1.36
C -5.284 1.285 1.266 1.00
C -6.509 0.724 1.941 -1.18
N -4.072 1.010 1.562 -0.18
C -3.719 -0.347 1.869 -1.67
N -3.468 -1.118 0.641 0.07
C -3.237 -2.454 1.029 -0.57
N -3.836 -3.382 0.383 0.63
C -4.683 -3.090 -0.770 -1.32
C -3.839 -2.902 -2.030 -0.12
C -4.669 -2.491 -3.225 -1.22
I -3.369 -1.959 -4.852 0.01
C -3.721 -4.901 0.712 0.52
O -3.425 -5.531 -0.294 -0.64
O -3.944 -5.211 1.862 -0.57
N -2.405 -2.839 2.112 0.53
P -0.900 -3.525 1.610 0.42
N -0.540 -4.727 2.506 -0.82
O -1.066 -3.797 0.060 -0.35
O 0.245 -2.425 1.775 -0.45
C -2.259 -1.832 3.174 -0.51
F -3.234 -2.094 4.124 -0.42
C -2.448 -0.397 2.719 0.73
C -1.244 0.199 2.030 -0.99
O -0.231 0.533 2.956 -0.45
C 0.875 1.015 2.260 -0.36
O 0.653 2.353 1.877 -0.32
C 1.331 2.731 0.692 0.11
C 0.383 3.069 -0.432 -0.40
O -0.493 1.994 -0.781 -0.39
H -6.115 1.859 -0.610 0.34
H -6.140 3.121 0.642 0.39
H -4.619 2.757 -0.122 0.29
H -6.491 -0.364 2.009 0.35
H -7.391 0.974 1.359 0.40
H -6.598 1.097 2.958 0.30
H -4.476 -0.904 2.431 0.59
H -2.701 -0.727 0.100 0.29
H -5.292 -3.977 -0.927 0.53
H -5.363 -2.265 -0.579 0.47
H -3.420 -3.884 -2.249 0.41
H -2.985 -2.251 -1.853 0.36
H -5.265 -3.310 -3.609 0.46
H -5.308 -1.633 -3.038 0.48
H -0.458 -5.611 2.026 0.25
H -0.822 -4.716 -0.117 0.33
H 0.599 -2.605 2.660 0.31
H -1.310 -1.938 3.693 0.75
H -2.646 0.207 3.605 0.98
H -1.567 1.110 1.528 0.52
H -0.879 -0.465 1.243 -0.10
H 1.076 0.402 1.374 0.28
H 1.754 0.957 2.906 0.42
H 1.898 3.639 0.906 -0.13
H 2.057 1.995 0.339 0.34
H 0.999 3.284 -1.305 0.30
H -0.192 3.977 -0.244 0.24
H -1.356 2.194 -0.414 0.16
C 1.733 -2.318 -3.123 -1.23
C 2.577 -2.180 -1.865 0.34
C 2.888 -3.539 -1.256 -0.88
O 1.902 -1.363 -0.908 -0.37
H 0.774 -2.793 -2.895 0.23
H 1.514 -1.336 -3.544 0.32
H 2.243 -2.917 -3.879 0.41
H 3.508 -1.665 -2.105 0.28
H 1.964 -4.048 -0.966 -0.01
H 3.489 -3.425 -0.352 0.30
H 3.428 -4.177 -1.955 0.42
H 1.078 -1.806 -0.680 0.13
C 3.069 7.636 2.222 -1.40
C 3.479 6.191 1.981 0.55
C 4.957 5.979 2.268 -1.34
O 3.184 5.819 0.634 -0.51
H 3.623 8.306 1.558 0.33
H 2.008 7.773 2.009 0.33
H 3.258 7.936 3.253 0.43
H 2.885 5.532 2.616 0.25
H 5.567 6.600 1.606 0.32
H 5.236 4.941 2.087 0.34
H 5.201 6.231 3.300 0.40
H 3.699 6.388 0.051 0.31
C 0.880 7.377 -1.476 -1.16
C 1.194 6.694 -2.799 0.39
C 0.478 7.370 -3.958 -1.40
O 0.824 5.319 -2.726 -0.48
H -0.193 7.327 -1.264 0.35
H 1.395 6.876 -0.657 0.23
H 1.181 8.426 -1.490 0.40
H 2.270 6.710 -2.977 0.28
H -0.606 7.321 -3.818 0.35
H 0.707 6.866 -4.897 0.34
H 0.767 8.418 -4.046 0.38
H -0.125 5.279 -2.565 0.32
C 4.492 -7.182 0.116 -1.17
C 5.186 -7.344 -1.228 0.32
C 6.642 -7.751 -1.053 -1.24
O 5.105 -6.126 -1.967 -0.51
H 4.975 -6.397 0.705 0.31
H 3.451 -6.887 -0.025 0.26
H 4.516 -8.109 0.690 0.40
H 4.665 -8.096 -1.821 0.27
H 7.189 -6.984 -0.499 0.33
H 7.127 -7.859 -2.023 0.32
H 6.728 -8.695 -0.513 0.38
H 5.560 -5.444 -1.461 0.35
```

=====

(4)
Computed, not measured: an isolated molecule of C3H4N2O3, with ωB97M-V/def2-TZVPD.

Results
gap between HOMO and LUMO: 0.3624 Eh
DFT total energy: -451.7433 Ha
energy above the lowest of the compared OMol25 structures with the same formula, charge and spin: 6.433 eV
net charge: 0

```
12
Properties=species:S:1:pos:R:3:mulliken_charge:R:1
C 2.170 -0.054 0.160 -0.41
O 1.086 0.170 -0.723 -0.24
N -0.065 -0.026 -0.021 0.36
O -0.536 -1.323 -0.184 -0.16
N -1.880 -1.292 -0.133 -0.28
C -2.281 -0.116 -0.101 -0.13
C -1.204 0.791 -0.062 0.39
O -1.166 2.036 -0.117 -0.60
H 3.018 0.685 -0.325 0.22
H 1.867 0.181 1.320 0.25
H 2.359 -1.189 0.161 0.23
H -3.368 0.137 0.026 0.37
```

=====

Listing maximum force for the structures above in their given order: 0.0102; 0.1596; 0.0664; 0.1103 hartree/bohr.